Here is a structure of composition C9H10F2N4ReS from OMol25. Energies are from ωB97M-V/def2-TZVPD.

Summary:
charge = +2
M = 430.5 g/mol
multiplicity = 2
HOMO energy (spin up / spin down) = -0.5916 / -0.5945 hartree

Positions of all 27 atoms, in Å:
Re: 0.762953 0.035842 -1.407404
C: -2.105045 -0.797051 1.733910
C: -0.986502 -0.367365 0.856109
N: -0.992952 -0.495882 -0.444411
N: -2.098841 -1.058346 -1.013467
C: -1.931868 -1.262531 -2.285355
N: -2.891344 -1.788109 -3.037479
S: -0.418801 -0.843925 -3.113439
C: 0.227704 0.230273 1.426302
C: 0.351929 0.538437 2.762661
C: 1.516374 1.149600 3.213816
C: 2.537742 1.436341 2.318350
C: 2.380600 1.091576 0.996030
N: 1.248283 0.496924 0.548568
H: -2.821379 -1.401733 1.191900
H: -2.620755 0.086596 2.122965
H: -1.715464 -1.357317 2.584369
H: -3.773902 -2.036976 -2.614901
H: -2.761889 -1.973730 -4.018329
H: -0.453437 0.314971 3.446736
H: 1.621691 1.401419 4.261323
H: 3.453390 1.913052 2.639307
H: 3.157309 1.277067 0.267551
F: 2.088685 0.064801 -4.060732
C: 1.743212 0.836641 -3.062503
F: 2.723875 0.619778 -1.974640
H: 1.758431 1.889645 -3.337237

Force components x, y, z for each atom (eV/Å):
Re -0.3 -0.1 -0.8
C 0.1 0.0 0.0
C 0.0 0.0 0.2
N -0.1 0.0 -0.1
N 0.4 0.1 -0.1
C -0.5 -0.2 0.0
N 0.1 0.0 0.1
S 0.5 0.1 0.4
C 0.1 0.1 -0.1
C 0.0 0.0 0.0
C 0.1 0.0 0.0
C 0.0 0.0 0.1
C -0.2 -0.2 -0.1
N 0.2 0.0 0.3
H 0.0 0.0 0.0
H 0.0 0.0 0.0
H 0.0 0.0 0.0
H 0.0 0.0 0.0
H 0.0 0.0 0.0
H 0.0 0.0 0.0
H 0.0 0.0 0.0
H 0.0 0.0 0.0
H 0.0 0.0 0.0
F 0.0 0.0 0.1
C 0.0 0.0 0.1
F -0.2 0.0 -0.1
H 0.0 0.0 0.1

natural (NBO) charges, unit e, in atom order: 1.096, -0.699, 0.354, -0.297, -0.327, 0.286, -0.722, 0.247, 0.157, -0.180, -0.055, -0.200, 0.103, -0.570, 0.289, 0.281, 0.265, 0.444, 0.436, 0.267, 0.270, 0.277, 0.246, -0.264, 0.417, -0.326, 0.205